DFT (ωB97M-V/def2-TZVPD) results for C43H33NO8P2SSr as an isolated structure in a non-equilibrium geometry.

Element x y z (Å)
1 Sr 1.372 -1.051 -0.546
2 O -1.857 -2.452 3.167
3 C -1.205 -2.318 1.996
4 O -1.487 -1.472 1.188
5 C -0.068 -3.280 1.853
6 C 0.357 -4.118 2.868
7 C 1.466 -4.918 2.622
8 C 2.084 -4.864 1.388
9 C 1.579 -4.002 0.415
10 N 0.522 -3.234 0.661
11 C 2.225 -3.957 -1.000
12 O 3.078 -4.798 -1.228
13 O 1.755 -3.061 -1.770
14 H -2.534 -1.760 3.183
15 H -0.154 -4.138 3.820
16 H 1.844 -5.578 3.392
17 H 2.948 -5.461 1.133
18 O 3.207 -0.944 1.115
19 S 4.074 -0.108 0.265
20 O 5.472 -0.396 0.335
21 O 3.501 -0.052 -1.100
22 C 3.797 1.582 0.832
23 C 4.815 2.458 0.499
24 C 4.677 3.825 0.699
25 C 3.500 4.317 1.227
26 C 2.485 3.436 1.586
27 C 2.604 2.060 1.411
28 P 1.255 0.961 2.091
29 C -0.067 2.136 2.513
30 C -0.901 2.527 1.462
31 C -1.969 3.379 1.689
32 C -2.234 3.829 2.978
33 C -1.429 3.422 4.030
34 C -0.347 2.580 3.800
35 C 1.981 0.507 3.697
36 C 3.023 1.186 4.317
37 C 3.494 0.765 5.553
38 C 2.925 -0.331 6.184
39 C 1.882 -1.015 5.574
40 C 1.419 -0.599 4.336
41 H 5.724 2.057 0.070
42 H 5.486 4.494 0.436
43 H 3.365 5.380 1.382
44 H 1.586 3.840 2.032
45 H -0.720 2.151 0.459
46 H -2.599 3.679 0.861
47 H -3.071 4.491 3.159
48 H -1.638 3.762 5.036
49 H 0.282 2.275 4.627
50 H 3.479 2.041 3.833
51 H 4.312 1.295 6.023
52 H 3.299 -0.657 7.145
53 H 1.435 -1.877 6.053
54 H 0.614 -1.146 3.858
55 O -0.452 0.018 -1.752
56 P -1.530 -0.099 -2.788
57 C -2.296 -1.721 -2.787
58 C -3.672 -1.906 -2.878
59 C -4.199 -3.190 -2.901
60 C -3.353 -4.286 -2.830
61 C -1.979 -4.105 -2.737
62 C -1.446 -2.826 -2.722
63 C -0.871 0.177 -4.435
64 C -1.614 -0.147 -5.571
65 C -1.095 0.091 -6.831
66 C 0.173 0.645 -6.964
67 C 0.919 0.958 -5.838
68 C 0.398 0.727 -4.573
69 C -2.829 1.100 -2.470
70 C -3.306 1.996 -3.418
71 C -4.303 2.902 -3.078
72 C -4.819 2.915 -1.792
73 C -4.336 2.028 -0.836
74 C -3.344 1.121 -1.172
75 H -4.338 -1.053 -2.922
76 H -5.270 -3.329 -2.970
77 H -3.765 -5.287 -2.846
78 H -1.314 -4.956 -2.678
79 H -0.369 -2.718 -2.646
80 H -2.593 -0.601 -5.471
81 H -1.672 -0.165 -7.710
82 H 0.583 0.824 -7.950
83 H 1.912 1.375 -5.937
84 H 0.984 0.966 -3.695
85 H -2.899 1.999 -4.421
86 H -4.670 3.600 -3.818
87 H -5.596 3.621 -1.527
88 H -4.727 2.041 0.173
89 H -2.957 0.442 -0.419

Forces on atoms 1 to 2 (eV/Å):
-1.1 -0.1 -0.2
0.0 0.0 -0.1

Its multiplicity is 1. The orbital gap comes out at 8.384 eV. The value obtained for the relative energy (zero: lowest compared OMol25 entry of this formula, charge and spin) is 54.24 kJ/mol.